Here is a structure of composition C33H24Br2F3IrN3O5 in a non-equilibrium geometry from the Open Molecules 2025 dataset. Energies are from wB97M-V/def2-TZVPD.

The multiplicity is 2. The expectation value of S² is 0.75. The calculation puts the energy relative to the best compared isomer or geometry (same formula, charge and spin) at 0.0 kJ/mol.

Each line ends with the Mulliken spin population.
Cartesian coordinates (Å):
Ir -0.47901 0.99697 -0.06480  0.7884
N 9.76487 1.01628 0.97959  0.0002
C 8.62361 1.03544 0.85033  0.0001
C 7.19339 1.05982 0.68797  -0.0003
C 6.41968 0.02277 1.20260  0.0005
C 5.04468 0.05210 1.04652  0.0000
C 4.43936 1.10843 0.37411  -0.0002
C 5.21578 2.14066 -0.14038  -0.0003
C 6.59111 2.12073 0.01643  0.0001
C 2.95709 1.13252 0.21398  0.0039
C 2.21119 1.56739 1.31181  0.0146
C 2.70992 1.95436 2.57163  -0.0019
C 1.62290 2.30210 3.34972  -0.0012
C 0.48463 2.12680 2.55497  -0.0112
N 0.82768 1.68114 1.33477  -0.0412
C 2.44277 0.76323 -1.01263  -0.0117
C 3.16835 0.47084 -2.19645  0.0216
C 2.25231 0.28659 -3.20167  -0.0036
C 0.98251 0.45045 -2.61862  0.0024
N 1.08402 0.70878 -1.32137  -0.0173
H 6.89734 -0.79797 1.71973  0.0000
H 4.43493 -0.74933 1.44459  0.0002
H 4.73886 2.96170 -0.66033  0.0001
H 7.20095 2.92207 -0.37732  0.0000
H 3.75058 1.96527 2.85206  -0.0004
H 1.62823 2.65275 4.36828  0.0005
H -0.54640 2.33757 2.79552  0.0111
H 4.24332 0.43230 -2.26629  0.0016
H 2.43912 0.06161 -4.23804  -0.0003
H 0.01988 0.37052 -3.09658  0.0041
Br -7.52652 -0.11525 3.99839  0.0002
C -6.25516 -0.02052 2.59692  0.0006
C -6.50958 -0.68120 1.40424  0.0005
C -5.57609 -0.60766 0.38194  -0.0004
C -4.39970 0.10892 0.55211  -0.0094
C -4.15953 0.76110 1.75262  -0.0074
C -5.09479 0.70398 2.78282  0.0003
C -2.91819 1.55126 2.01863  -0.0053
O -2.83115 2.30806 2.95719  0.0065
O -1.89011 1.35886 1.21098  0.1950
H -7.42530 -1.24272 1.28037  0.0000
H -5.76551 -1.11736 -0.55387  -0.0001
H -3.67611 0.15604 -0.24794  0.0105
H -4.89808 1.22833 3.70677  0.0004
C 1.58550 -2.07401 1.79618  -0.0001
C 0.10144 -2.23250 1.54517  0.0003
O -0.54403 -0.94924 1.42380  0.0040
H 2.06429 -3.04822 1.90446  -0.0001
H 1.77553 -1.50068 2.70861  0.0002
H 2.04564 -1.55300 0.95292  -0.0007
H -0.39091 -2.79030 2.34527  -0.0001
H -0.07212 -2.73735 0.60556  0.0012
H -0.38218 -0.45801 2.24041  -0.0008
Br -5.55779 -4.10340 -5.09618  0.0000
C -4.24211 -3.24893 -4.03927  0.0001
C -3.21235 -4.00295 -3.49818  0.0006
C -2.24913 -3.36968 -2.73108  -0.0004
C -2.32055 -2.00075 -2.49807  0.0055
C -3.36173 -1.26051 -3.04823  -0.0023
C -4.32673 -1.88252 -3.82559  0.0016
C -1.25413 -1.36419 -1.65928  0.0021
O -0.24687 -1.95662 -1.33634  0.0104
O -1.52931 -0.11590 -1.35376  0.0637
H -3.16717 -5.06803 -3.67703  0.0000
H -1.42865 -3.92871 -2.30121  -0.0002
H -3.41602 -0.19719 -2.86825  -0.0013
H -5.13614 -1.31319 -4.26084  0.0000
F -1.77044 2.28337 -2.21867  -0.0015
C -0.94657 2.59503 -1.20771  -0.0274
F 0.11878 3.20832 -1.75571  -0.0029
F -1.57408 3.52343 -0.46830  -0.0027